[1]
Here is a cluster of 6 separate species, C35H39BF16NO16P in total from the OMol25 dataset. Energies are from ωB97M-V/def2-TZVPD.

The calculation puts the total energy at -4579.81332 hartree. Its SMILES is CP(O)c1cc(CB(O)O)c(N=C=O)c2c1C(=O)C=C(CCF)C2=O.CCOC(=O)C(F)(F)F.CCOC(=O)C(F)(F)F.CCOC(=O)C(F)(F)F.CCOC(=O)C(F)(F)F.CCOC(=O)C(F)(F)F. As for the spin multiplicity: 1.

Bonds (Å) are listed after each position.
Atoms and positions in Å:
1 H 4.83 2.14 3.86  C30 1.092
2 H 6.41 2.22 3.06  C30 1.091
3 H 0.36 -4.15 -4.83  C21 1.119
4 F -10.47 -9.33 -0.22  C76 1.347
5 H 0.21 -2.34 -4.75  C21 1.133
6 C 0.75 4.49 8.09  C23 1.529, F38 1.339, F80 1.346, F100 1.346
7 H -6.78 -6.95 -0.34  C16 1.091
8 C -9.28 -7.31 -0.65  O13 1.339, O19 1.198, C76 1.529
9 O -3.52 2.66 -1.92  H10 0.979, B50 1.425
10 H -3.02 3.32 -2.44  O9 0.979
11 O 4.19 -1.81 -2.43  C57 1.208
12 C -0.29 -3.35 2.37  H27 1.093, H81 1.092, H89 1.092, C106 1.512
13 O -8.67 -7.16 0.53  C8 1.339, C16 1.438
14 C -2.09 -5.62 1.33  O68 1.338, O78 1.198, C95 1.529
15 C 2.07 -0.51 -2.27  C57 1.545, C84 1.500, C85 1.464
16 C -7.37 -6.55 0.49  H7 1.091, O13 1.438, H26 1.090, C41 1.515
17 F -3.28 -7.64 1.76  C95 1.346
18 O 3.52 2.76 -1.52  C103 1.203
19 O -8.82 -6.97 -1.70  C8 1.198
20 F -4.13 -5.82 2.56  C95 1.347
21 C -0.02 -3.30 -4.20  H3 1.119, H5 1.133, P43 1.908, H65 1.118
22 H 1.02 1.43 5.18  C33 1.092
23 C 0.25 3.31 7.26  C6 1.529, O62 1.198, O98 1.339
24 F 4.10 10.37 -3.96  C71 1.347
25 F 1.47 -1.16 1.18  C82 1.336
26 H -6.86 -6.84 1.41  C16 1.090
27 H -0.89 -2.97 3.20  C12 1.093
28 H -0.82 1.03 6.86  C94 1.092
29 H -1.82 1.85 0.02  C83 1.120
30 C 5.42 1.75 3.03  H1 1.092, H2 1.091, H64 1.092, C77 1.515
31 H -1.23 -1.55 -1.43  C107 1.122
32 H 5.39 1.42 -6.12  C72 1.133
33 C 1.10 0.65 5.93  H22 1.092, H75 1.090, H91 1.092, C94 1.515
34 C -0.09 3.48 -1.97  O35 1.159, N44 1.237
35 O -0.66 4.03 -2.82  C34 1.159
36 C 0.64 1.48 -1.40  N44 1.461, C69 1.491, C84 1.474
37 F -4.23 -6.22 0.44  C95 1.342
38 F 0.63 5.65 7.45  C6 1.339
39 H 4.59 -0.28 -4.77  C109 1.112
40 H 3.66 3.35 -4.47  C73 1.131
41 C -7.48 -5.04 0.43  C16 1.515, H48 1.092, H90 1.091, H101 1.092
42 F 4.46 3.09 -6.94  C72 1.406
43 P 0.93 -3.28 -2.55  C21 1.908, O63 1.678, C85 1.861
44 N 0.52 2.90 -1.06  C34 1.237, C36 1.461
45 O 1.22 9.53 -2.75  C47 1.198
46 O 2.73 7.92 -3.18  C47 1.339, C74 1.437
47 C 2.17 9.12 -3.36  O45 1.198, O46 1.339, C71 1.529
48 H -7.96 -4.72 -0.50  C41 1.092
49 C 3.61 -0.54 2.02  O70 1.197, C82 1.529, O104 1.338
50 B -2.82 1.42 -1.98  O9 1.425, C83 1.627, O108 1.414
51 F 3.22 9.15 -5.51  C71 1.346
52 H 0.51 5.70 -1.95  C92 1.083
53 H 0.41 -5.26 1.61  C106 1.092
54 H 0.13 7.08 -2.97  C92 1.092
55 H -2.41 0.14 -0.20  C83 1.135
56 H 5.45 2.94 -4.19  C73 1.118
57 C 3.46 -0.92 -2.80  O11 1.208, C15 1.545, C109 1.584
58 F 1.59 -0.74 3.28  C82 1.347
59 H 1.16 5.81 -3.59  C92 1.092
60 H 0.31 0.15 7.86  C94 1.091
61 H -2.18 0.53 -3.64  O108 0.975
62 O -0.45 3.39 6.29  C23 1.198
63 O 2.42 -3.96 -2.96  P43 1.678, H87 0.979
64 H 4.92 2.05 2.11  C30 1.092
65 H -1.13 -3.31 -4.04  C21 1.118
66 F 2.24 10.96 -4.88  C71 1.339
67 H 1.90 7.68 -1.27  C74 1.092
68 O -1.47 -5.47 2.51  C14 1.338, C106 1.438
69 C -0.48 0.52 -1.23  C36 1.491, C83 1.566, C107 1.464
70 O 4.05 -0.22 0.95  C49 1.197
71 C 2.93 9.90 -4.43  F24 1.347, C47 1.529, F51 1.346, F66 1.339
72 C 4.44 2.03 -6.01  H32 1.133, F42 1.406, C73 1.593, H88 1.127
73 C 4.46 2.55 -4.51  H40 1.131, H56 1.118, C72 1.593, C102 1.586
74 C 2.13 7.09 -2.16  O46 1.437, H67 1.092, H86 1.091, C92 1.516
75 H 0.82 -0.30 5.48  C33 1.090
76 C -10.63 -8.01 -0.46  F4 1.347, C8 1.529, F79 1.346, F96 1.340
77 C 5.55 0.24 3.12  C30 1.515, H97 1.092, H99 1.091, O104 1.438
78 O -1.63 -5.29 0.27  C14 1.198
79 F -11.33 -7.51 0.57  C76 1.346
80 F 2.04 4.36 8.43  C6 1.346
81 H 0.69 -2.88 2.40  C12 1.092
82 C 2.28 -1.25 2.24  F25 1.336, C49 1.529, F58 1.347, F105 1.355
83 C -1.88 1.00 -0.72  H29 1.120, B50 1.627, H55 1.135, C69 1.566
84 C 1.90 0.94 -1.94  C15 1.500, C36 1.474, C103 1.580
85 C 0.97 -1.47 -2.12  C15 1.464, P43 1.861, C107 1.520
86 H 2.89 6.36 -1.87  C74 1.091
87 H 2.80 -3.47 -3.71  O63 0.979
88 H 3.58 1.33 -6.21  C72 1.127
89 H -0.79 -3.04 1.45  C12 1.092
90 H -6.50 -4.58 0.48  C41 1.091
91 H 2.15 0.61 6.23  C33 1.092
92 C 0.91 6.38 -2.69  H52 1.083, H54 1.092, H59 1.092, C74 1.516
93 H 0.35 -5.14 3.36  C106 1.091
94 C 0.23 0.96 7.13  H28 1.092, C33 1.515, H60 1.091, O98 1.437
95 C -3.43 -6.32 1.52  C14 1.529, F17 1.346, F20 1.347, F37 1.342
96 F -11.41 -7.90 -1.54  C76 1.340
97 H 6.12 -0.16 2.28  C77 1.092
98 O 0.67 2.15 7.80  C23 1.339, C94 1.437
99 H 6.07 -0.03 4.03  C77 1.091
100 F 0.06 4.61 9.24  C6 1.346
101 H -8.09 -4.66 1.25  C41 1.092
102 C 3.92 1.41 -3.54  C73 1.586, C103 1.581, C109 1.368
103 C 3.16 1.85 -2.23  O18 1.203, C84 1.580, C102 1.581
104 O 4.25 -0.37 3.19  C49 1.338, C77 1.438
105 F 2.44 -2.57 2.49  C82 1.355
106 C -0.17 -4.86 2.45  C12 1.512, H53 1.092, O68 1.438, H93 1.091
107 C -0.32 -0.89 -1.58  H31 1.122, C69 1.464, C85 1.520
108 O -3.00 0.61 -3.12  B50 1.414, H61 0.975
109 C 4.07 0.09 -3.86  H39 1.112, C57 1.584, C102 1.368

=====

[2]
Here is the molecule C27H31N3O4S from the OMol25 dataset. Energies are from ωB97M-V/def2-TZVPD.

The calculation puts the total energy at -1910.88692 hartree. Its SMILES is COc1ccc(N2CCN(C(=O)c3ccc(CNS(=O)(=O)c4cc(C)ccc4C)cc3)CC2)cc1. As for the spin multiplicity: 1.

Bonds (Å) are listed after each position.
Atoms and positions in Å:
1 H 3.38 1.34 2.35  C24 1.095
2 O -0.21 -4.38 -0.71  C7 1.409, C64 1.365
3 H 1.03 3.07 -1.92  C48 1.081
4 C -0.75 -0.28 -2.61  C10 1.382, H14 1.078, C28 1.387
5 H -3.25 -0.10 -3.28  C52 1.096
6 N -3.68 1.15 -1.64  H22 1.009, S38 1.685, C52 1.460
7 C -1.61 -4.26 -0.69  O2 1.409, H15 1.093, H25 1.089, H59 1.095
8 H 1.24 1.68 0.23  C65 1.089
9 C 1.91 -3.58 -0.12  C26 1.376, H29 1.079, C64 1.395
10 C 0.61 -0.26 -2.34  C4 1.382, H40 1.079, C66 1.390
11 C -2.03 1.76 0.70  C30 1.390, C34 1.379, H62 1.077
12 C -1.63 0.24 2.96  C44 1.383, C50 1.392, H56 1.080
13 O -5.04 -0.12 0.04  S38 1.436
14 H -1.25 -1.22 -2.80  C4 1.078
15 H -1.97 -3.37 -1.22  C7 1.093
16 H -3.24 1.65 -3.60  C52 1.093
17 C -0.62 3.63 1.59  C30 1.498, H32 1.090, H36 1.087, H47 1.087
18 H 0.44 -0.23 1.00  C21 1.078
19 H -4.18 -1.37 2.49  C51 1.090
20 H -2.65 -2.20 2.83  C51 1.088
21 C 0.89 -1.16 0.69  H18 1.078, C35 1.394, C58 1.385
22 H -4.63 1.45 -1.78  N6 1.009
23 C -0.83 2.10 -2.39  C28 1.391, H45 1.081, C48 1.383
24 C 2.61 0.87 1.72  H1 1.095, N37 1.442, H57 1.090, C65 1.550
25 H -2.00 -5.15 -1.17  C7 1.089
26 C 2.75 -2.60 0.37  C9 1.376, C35 1.400, H39 1.079
27 N 3.13 1.42 -0.59  C33 1.361, C53 1.448, C65 1.445
28 C -1.48 0.90 -2.63  C4 1.387, C23 1.391, C52 1.504
29 H 2.30 -4.53 -0.43  C9 1.079
30 C -1.22 2.26 1.71  C11 1.390, C17 1.498, C44 1.390
31 H 4.85 1.95 0.44  C53 1.093
32 H -1.33 4.37 1.94  C17 1.090
33 C 2.71 0.88 -1.76  N27 1.361, O46 1.217, C66 1.494
34 C -2.62 0.52 0.82  C11 1.379, S38 1.792, C50 1.390
35 C 2.27 -1.35 0.76  C21 1.394, C26 1.400, N37 1.399
36 H 0.28 3.71 2.20  C17 1.087
37 N 3.15 -0.39 1.28  C24 1.442, C35 1.399, C41 1.454
38 S -3.70 -0.08 -0.48  N6 1.685, O13 1.436, C34 1.792, O42 1.440
39 H 3.81 -2.83 0.45  C26 1.079
40 H 1.18 -1.18 -2.33  C10 1.079
41 C 4.45 -0.21 0.66  N37 1.454, C53 1.548, H54 1.088, H55 1.097
42 O -3.16 -1.29 -1.04  S38 1.440
43 H -0.39 1.84 3.64  C44 1.081
44 C -1.02 1.48 2.84  C12 1.383, C30 1.390, H43 1.081
45 H -1.38 3.03 -2.45  C23 1.081
46 O 3.49 0.38 -2.55  C33 1.217
47 H -0.38 3.86 0.56  C17 1.087
48 C 0.53 2.13 -2.10  H3 1.081, C23 1.383, C66 1.390
49 H -1.02 -1.92 0.17  C58 1.077
50 C -2.46 -0.26 1.96  C12 1.392, C34 1.390, C51 1.493
51 C -3.17 -1.56 2.12  H19 1.090, H20 1.088, C50 1.493, H61 1.086
52 C -2.96 0.88 -2.88  H5 1.096, N6 1.460, H16 1.093, C28 1.504
53 C 4.48 1.11 -0.16  N27 1.448, H31 1.093, C41 1.548, H63 1.090
54 H 4.65 -1.04 -0.02  C41 1.088
55 H 5.22 -0.19 1.43  C41 1.097
56 H -1.46 -0.35 3.85  C12 1.080
57 H 1.73 0.71 2.34  C24 1.090
58 C 0.04 -2.14 0.23  C21 1.385, H49 1.077, C64 1.387
59 H -1.98 -4.22 0.34  C7 1.095
60 H 2.47 2.84 0.78  C65 1.097
61 H -3.26 -2.07 1.17  C51 1.086
62 H -2.22 2.33 -0.20  C11 1.077
63 H 5.11 1.00 -1.04  C53 1.090
64 C 0.54 -3.36 -0.20  O2 1.365, C9 1.395, C58 1.387
65 C 2.28 1.79 0.52  H8 1.089, C24 1.550, N27 1.445, H60 1.097
66 C 1.25 0.94 -2.05  C10 1.390, C33 1.494, C48 1.390

=====

[3]
Here is a cluster of 2 separate species, C10H16O in total from the OMol25 dataset. Energies are from ωB97M-V/def2-TZVPD.

The calculation puts the total energy at -465.86962 hartree. Its SMILES is Cc1ccc(O)cc1.CCC. As for the spin multiplicity: 1.

Bonds (Å) are listed after each position.
Atoms and positions in Å:
1 H 2.33 -1.83 0.06  C25 1.086
2 C 2.26 1.04 -1.91  H5 1.097, H7 1.088, C10 1.518, H19 1.089
3 C -1.43 -0.91 0.99  C9 1.387, C14 1.512, C26 1.397
4 H 1.63 0.40 0.04  C10 1.089
5 H 3.06 1.64 -1.46  C2 1.097
6 H -1.72 -2.90 0.24  C14 1.086
7 H 2.53 0.70 -2.91  C2 1.088
8 H 3.70 -1.04 -0.77  C25 1.092
9 C -1.95 -0.33 -0.15  C3 1.387, H13 1.084, C21 1.392
10 C 1.77 -0.03 -0.95  C2 1.518, H4 1.089, H11 1.084, C25 1.542
11 H 0.79 -0.36 -1.26  C10 1.084
12 H -1.82 3.49 -0.24  O16 0.967
13 H -2.24 -0.96 -0.99  C9 1.084
14 C -1.24 -2.41 1.09  C3 1.512, H6 1.086, H17 1.092, H24 1.091
15 H -1.03 1.99 2.74  C20 1.090
16 O -1.78 3.24 0.69  H12 0.967, C23 1.373
17 H -0.19 -2.69 1.13  C14 1.092
18 H -0.71 -0.43 2.99  C26 1.078
19 H 1.48 1.79 -2.02  C2 1.089
20 C -1.23 1.30 1.92  H15 1.090, C23 1.389, C26 1.385
21 C -2.14 1.04 -0.28  C9 1.392, H22 1.081, C23 1.389
22 H -2.58 1.45 -1.18  C21 1.081
23 C -1.72 1.87 0.75  O16 1.373, C20 1.389, C21 1.389
24 H -1.79 -2.78 1.95  C14 1.091
25 C 2.64 -1.30 -0.83  H1 1.086, H8 1.092, C10 1.542, H27 1.086
26 C -1.10 -0.07 2.06  C3 1.397, H18 1.078, C20 1.385
27 H 2.49 -1.94 -1.69  C25 1.086

=====

In the order shown, the computed max |F| values come out to 3.76, 0.93, 1.00 eV/A.